i.
Density functional theory data (ωB97M-V with the def2-TZVPD basis set) for a single C7H12N2O2 molecule.

Properties
- HOMO-LUMO gap: 0.336 hartree
- LUMO: 0.3 eV
- SMILES string: O=[N+]([O-])/C=C1/CCCCCN1

```
! wB97M-V def2-TZVPD RIJCOSX def2/J DEFGRID3
* xyz 0 1
O -3.09223 -1.41906 0.25871
N -3.28400 -0.18835 0.18889
O -4.36888 0.31324 0.43389
C -2.24262 0.67630 -0.16003
C -0.96312 0.29069 -0.45168
C 0.10287 1.31827 -0.75815
C 1.20923 1.37829 0.28379
C 1.48291 0.07596 1.15275
C 1.79081 -1.21835 0.44296
C 0.83437 -1.38949 -0.74008
N -0.53779 -0.99397 -0.50935
H -2.52546 1.72868 -0.13058
H 0.53122 1.10460 -1.76196
H -0.42973 2.24948 -0.90488
H 2.09800 1.72520 -0.25615
H 1.08312 2.21513 1.03947
H 0.59434 -0.05946 1.83238
H 2.37161 0.29484 1.79219
H 2.81320 -1.19061 -0.00381
H 1.73354 -2.06790 1.16644
H 0.78057 -2.40288 -1.17574
H 1.22104 -0.80575 -1.61918
H -1.20300 -1.63484 -0.11986
*
```


ii.
Density functional theory data (ωB97M-V with the def2-TZVPD basis set) for 2 unconnected molecules or ions with the total composition C7H12N2O2.

Properties
- HOMO-LUMO gap: 0.302 hartree
- LUMO: 0.5 eV

```
! wB97M-V def2-TZVPD RIJCOSX def2/J DEFGRID3
* xyz 0 1
C 1.94625 1.39279 2.39332
C 0.75051 -0.34218 -0.24964
C 1.18847 -1.79582 -0.07384
C -1.60832 -0.67224 0.65897
C -1.18817 -0.27962 -1.79856
C -0.75046 1.55389 -0.06008
C -0.69584 0.03542 -0.36672
N 2.53432 1.17739 -0.83055
N 1.70720 0.39346 -0.70070
O 2.43310 2.33720 2.85444
O 1.45907 0.38235 2.09778
H 0.63531 -2.36661 0.63163
H 2.11621 -1.94949 0.31644
H 1.10713 -2.43566 -1.05299
H -1.73854 -1.61897 0.33467
H -2.63066 -0.01046 0.60361
H -1.11567 -0.54874 1.59989
H -1.68362 0.64338 -2.22910
H -0.32638 -0.58437 -2.38200
H -1.94971 -1.11382 -1.68571
H -1.59078 1.76676 0.38427
H -0.59121 2.08316 -1.04061
H -0.00820 1.95218 0.59549
*
```


iii.
Density functional theory data (ωB97M-V with the def2-TZVPD basis set) for a single C7H12N2O2 molecule.

Properties
- HOMO-LUMO gap (spin up / spin down): 0.284 / 0.284 hartree
- LUMO (spin up / spin down): 0.6 / 0.6 eV
- SMILES string: CC(C)(C)c1o[nH]c(=O)c1N

```
! wB97M-V def2-TZVPD RIJCOSX def2/J DEFGRID3
* xyz 0 1
C -1.33867 0.53113 -1.42102
C -1.04644 -0.31220 -0.06563
C -1.52404 0.74370 1.02631
C -1.79960 -1.59052 -0.04112
C 0.45318 -0.48561 0.01199
O 1.07688 -1.63485 -0.27842
N 2.43340 -1.49937 -0.10368
C 2.93106 -0.19665 0.13576
O 4.08464 0.15795 0.22264
C 1.82856 0.66712 0.34162
N 1.56829 1.99708 0.62920
H -1.15237 -0.07091 -2.33010
H -2.38024 0.85206 -1.34319
H -0.62836 1.35054 -1.39316
H -1.74320 0.00019 1.87129
H -2.48205 1.18660 0.75554
H -0.64479 1.35343 1.22601
H -2.84990 -1.29039 0.47327
H -1.41214 -2.28034 0.77541
H -1.87783 -2.16172 -0.98766
H 3.05286 -2.16488 -0.54794
H 2.49331 2.35320 0.99327
H 0.95743 2.49444 0.04961
*
```


Here is how they stack up, most stable first: ii, i, iii.


i.
Density functional theory data (ωB97M-V with the def2-TZVPD basis set) for 2 unconnected molecules or ions with the total composition CH6NOS.

Properties
- HOMO-LUMO gap (spin up / spin down): 0.325 / 0.294 hartree
- LUMO (spin up / spin down): -5.7 / -5.8 eV

```
! wB97M-V def2-TZVPD RIJCOSX def2/J DEFGRID3
* xyz 1 1
C -0.17793 0.31414 0.37798
N -0.24497 -1.08217 0.04543
O 1.26265 0.45188 -1.25355
S -1.46025 1.33284 -0.11640
H 0.57068 0.62524 1.09105
H -0.04683 -1.70071 0.84572
H 0.51533 -1.15001 -0.70028
H -1.15305 -1.33526 -0.37091
H 1.48796 1.27017 -1.68856
H -0.86387 2.49426 0.18306
*
```


ii.
Density functional theory data (ωB97M-V with the def2-TZVPD basis set) for a molecular structure, CH6NOS.

Properties
- HOMO-LUMO gap: 0.340 hartree
- LUMO: -5.6 eV

```
! wB97M-V def2-TZVPD RIJCOSX def2/J DEFGRID3
* xyz 1 1
C -0.16259 -0.24183 -1.70422
N 0.68363 0.56776 1.06488
O -1.46498 -0.84463 0.44649
S -0.12892 -1.06022 -0.34910
H -1.04411 0.18336 -2.11688
H 0.78298 -0.10777 -2.24987
H 0.56829 0.51027 1.99833
H 0.50423 1.56802 0.72869
H 1.62160 0.43159 0.77859
H -1.36012 -1.00656 1.40309
*
```


iii.
Density functional theory data (ωB97M-V with the def2-TZVPD basis set) for 2 unconnected molecules or ions with the total composition CH6NOS.

Properties
- HOMO-LUMO gap: 0.348 hartree
- LUMO: -4.6 eV

```
! wB97M-V def2-TZVPD RIJCOSX def2/J DEFGRID3
* xyz 1 1
C 0.42907 -0.11986 -0.46063
N 0.97882 0.99592 -0.08283
O 0.78447 -1.22251 -0.00279
S -2.32519 0.02148 0.42325
H -0.35852 -0.06139 -1.13070
H -1.24989 -0.72568 0.94632
H 1.04160 1.93357 -0.55818
H 1.83931 1.12550 0.54368
H 1.41266 -1.08814 0.70055
H -2.55233 -0.85889 -0.37866
*
```


Here is how they stack up, most stable first: iii, ii, i.


i.
Density functional theory data (ωB97M-V with the def2-TZVPD basis set) for a gas-phase ion, C11H16N3S (charge +1).

Properties
- HOMO-LUMO gap (spin up / spin down): 0.187 / 0.158 hartree
- LUMO (spin up / spin down): -6.3 / -6.9 eV

```
! wB97M-V def2-TZVPD RIJCOSX def2/J DEFGRID3
* xyz 1 1
C -4.69742 -0.91756 -0.45657
C -4.38434 -1.23464 0.79663
C -3.69807 -0.51071 -1.37253
C -3.13779 -0.78775 1.25950
C -2.39754 -0.25232 -0.99509
C -2.11057 -0.47791 0.41668
C -0.03436 0.67490 0.36909
C -0.85358 -0.16625 0.99747
C 3.30531 -0.31904 -1.54732
C 4.63074 0.44675 0.27266
C 2.33880 -0.29984 0.86660
N -2.00088 2.09741 0.33144
N 1.38778 0.77469 0.54169
N 3.41974 -0.26516 -0.13371
S -0.72208 2.11393 -0.52417
H -5.72308 -0.90263 -0.72916
H -5.06302 -1.78450 1.43821
H -3.98374 -0.59677 -2.44049
H -2.89598 -0.63736 2.29517
H -1.56359 0.12786 -1.57988
H -0.44483 -0.59062 1.89140
H 2.60001 -1.05870 -1.90189
H 2.95204 0.60959 -2.04729
H 4.25807 -0.53086 -1.96377
H 5.38443 -0.28158 -0.04914
H 4.60833 1.32342 -0.33377
H 4.58725 0.47300 1.43256
H 1.93393 -1.33906 0.83907
H 2.96508 -0.15556 1.84116
H 1.87724 1.50995 0.05984
H -2.53786 2.95733 0.42560
*
```


ii.
Density functional theory data (ωB97M-V with the def2-TZVPD basis set) for a molecular structure, C11H16N3S.

Properties
- HOMO-LUMO gap: 0.272 hartree
- LUMO: -4.6 eV

```
! wB97M-V def2-TZVPD RIJCOSX def2/J DEFGRID3
* xyz 1 1
C 3.52140 3.25263 -1.84847
C 4.28492 2.13814 -1.84160
C 2.31885 3.17268 -1.18904
C 3.87577 0.97506 -1.16811
C 1.83119 1.89826 -0.76525
C 2.61873 0.79087 -0.61710
C -0.05893 -0.02913 0.42966
C -3.14241 -2.02262 -0.00999
C -1.44842 -2.56633 1.83233
C -2.76283 -0.26042 1.64424
C -2.09016 -1.43788 0.92201
N 0.51278 1.98859 -0.57383
N -0.26290 1.10314 -0.20455
N -0.95643 -1.09355 -0.04112
S 2.13293 -0.74190 0.07904
H 3.86505 4.05846 -2.46267
H 5.19765 2.07425 -2.52479
H 1.55970 3.88292 -1.39588
H 4.49068 0.09671 -1.25005
H -0.12715 0.08599 1.52881
H -3.64458 -1.26125 -0.55130
H -2.74307 -2.77989 -0.77480
H -3.99118 -2.64076 0.43839
H -0.40756 -2.34950 2.00853
H -1.73495 -3.47572 1.42005
H -1.99703 -2.53997 2.79297
H -3.17784 0.50333 0.87929
H -3.68908 -0.59932 2.20228
H -2.20269 0.41398 2.16448
H -1.30966 -0.68095 -0.85834
H -0.46279 -1.95582 -0.26519
*
```


Here is how they stack up, most stable first: ii, i.